16
Properties=species:S:1:pos:R:3:forces:R:3:mulliken_spin:R:1 method="wB97M-V/def2-TZVPD" spin_multiplicity=3 homo_ha="-0.3431 / -0.5369" orbital_gap_ev="5.677 / 7.010" total_charge=+1
C -0.5268 -0.8143 0.9434 -3.27 -0.29 -2.60 0.0871
C -0.9532 -0.7506 -1.3287 1.45 1.33 -7.07 0.4283
C -0.5932 0.7028 0.8837 1.57 -1.85 -3.26 0.0632
C 0.3009 1.0140 -0.3132 2.17 -4.10 -0.93 0.0219
N -1.1798 -1.3019 -0.2274 -1.05 -1.60 7.13 0.6076
N -0.0486 0.2761 -1.5297 -2.31 -0.14 2.66 0.3983
N 1.6574 0.3025 0.1023 -1.27 -0.66 0.91 0.0772
S 1.2642 -1.1221 0.9404 3.85 0.52 2.36 0.2935
H -0.9953 -1.4149 1.6699 0.01 0.01 1.89 0.0028
H -1.4176 -1.1921 -2.2060 0.42 0.18 -0.17 0.0332
H -1.4878 1.1132 0.6495 -3.32 0.80 -0.35 0.0007
H -0.2013 1.1620 1.6752 1.49 1.77 3.51 -0.0005
H 0.6617 1.9395 -0.5075 0.25 3.18 -0.52 0.0064
H -0.2488 0.6440 -2.4180 0.55 1.56 -1.35 -0.0200
H 2.3228 0.0239 -0.6108 -0.23 0.39 -0.47 -0.0085
H 1.4454 -0.5821 2.2768 -0.32 -1.09 -1.71 0.0086

16
Properties=species:S:1:pos:R:3:forces:R:3:mulliken_spin:R:1 method="wB97M-V/def2-TZVPD" spin_multiplicity=3 homo_ha="-0.3169 / -0.4535" orbital_gap_ev="4.878 / 5.082" total_charge=+1
C 2.3654 -0.4922 -0.5829 1.37 -3.18 4.25 0.2704
C 1.3041 -0.2891 0.3472 2.66 -0.78 -1.20 0.0211
C 0.2415 0.2531 -0.2792 -2.72 1.67 1.21 0.3601
C -2.3036 0.4701 -0.0126 0.23 -1.63 3.24 0.4675
N 2.0799 -0.2987 -1.8623 -1.22 1.17 -2.89 0.3619
N 1.3060 -0.4398 1.8721 -0.65 -0.18 -1.67 0.0065
N -2.5575 0.5764 -1.2771 -1.00 1.43 -3.49 0.1142
S 0.5531 0.3694 -1.9700 1.53 -0.71 0.18 0.3715
H 3.3479 -1.0906 -0.3827 -1.64 1.54 -0.18 0.0123
H -2.6207 -0.3238 0.7302 0.08 0.63 -1.76 0.0308
H -1.9004 1.2923 0.4523 0.55 1.78 0.95 -0.0196
H 1.4099 0.5289 2.1729 0.13 -0.14 0.72 0.0017
H 0.3224 -0.7621 2.1214 1.59 0.27 -0.15 0.0015
H 2.0684 -1.0652 2.2114 -0.83 0.57 -0.06 -0.0031
H -2.6797 1.4970 -1.8198 0.39 -2.04 1.53 0.0074
H -2.9367 -0.2257 -1.7208 -0.47 -0.38 -0.68 -0.0040

17
Properties=species:S:1:pos:R:3:forces:R:3:nbo_charge:R:1 method="wB97M-V/def2-TZVPD" spin_multiplicity=1 homo_ha="-0.4409 / -0.4410" orbital_gap_ev="6.424 / 6.614" total_charge=+1
C 0.1112 0.5046 -1.0865 -0.92 -0.49 0.77 -0.3359
C 1.1935 -0.9929 0.8889 -0.41 1.34 -0.87 0.3082
C -0.6380 -0.2526 -0.2054 1.18 -0.56 1.86 0.4501
C 1.4795 0.4381 -0.9200 -1.25 1.55 -2.12 0.1087
N -0.1166 -0.8657 0.8578 0.40 -0.05 -1.36 -0.4021
N 2.0009 -0.3379 -0.0224 -2.25 -1.11 1.11 -0.1213
N 3.2861 -0.6803 -0.0771 1.97 -1.33 1.43 -0.5878
S -3.4752 -1.7633 -0.5332 -0.83 0.81 1.54 -0.0450
S -4.0472 2.4470 1.0425 -0.01 1.42 1.42 -0.2904
H -0.4264 1.0953 -1.7821 0.18 0.57 -0.88 0.2824
H 1.7937 -1.4914 1.6081 -0.18 -0.79 0.84 0.2346
H 2.1577 0.9714 -1.5729 0.03 0.03 0.01 0.2518
H -4.1511 2.5250 2.4436 0.13 -0.18 -1.54 0.1678
H 3.7680 -0.3683 -0.8631 0.38 0.47 -2.11 0.3906
H 3.7980 -0.2925 0.6756 0.49 0.21 1.37 0.3880
H -2.6773 -2.0873 -1.4771 1.18 -0.59 -1.56 0.0743
H -4.0568 1.1507 1.0232 -0.08 -1.28 0.09 0.1258

16
Properties=species:S:1:pos:R:3:forces:R:3:nbo_charge:R:1 method="wB97M-V/def2-TZVPD" spin_multiplicity=1 smiles=CN(C)n1ccnn1 homo_ha=-0.3470 orbital_gap_ev=10.392 total_charge=0
C -1.4156 1.2280 -0.2610 0.87 -0.42 -1.20 -0.4273
C -1.6112 -1.2233 -0.0721 2.59 -1.61 -2.58 -0.4237
C 1.6332 0.1350 0.9770 -3.27 -1.34 1.40 -0.0907
C 2.7378 -0.1007 0.2671 -0.01 1.04 -0.37 -0.1225
H -1.7226 1.1609 -1.3351 -0.16 -0.24 0.80 0.1906
H -2.1727 1.5498 0.4014 -1.09 0.82 0.23 0.2054
H -0.5636 1.9186 -0.2910 -0.49 0.00 0.40 0.2207
H -1.3210 -1.4123 -1.1834 -0.82 -0.19 1.55 0.1861
H -1.1269 -1.9713 0.5560 -0.55 -0.60 -0.27 0.2144
H -2.6764 -1.2289 0.0264 -0.47 0.47 0.36 0.2246
H 1.4896 0.2496 2.0206 -0.21 0.03 0.64 0.2209
H 3.7581 -0.0325 0.5979 0.09 -0.24 -0.14 0.2225
N -0.9531 -0.0376 0.3225 3.01 3.30 0.59 -0.2464
N 0.5240 -0.0342 0.1009 1.41 0.23 1.22 -0.0445
N 2.3650 -0.1608 -1.0277 -1.19 0.38 -1.08 -0.2501
N 1.0554 -0.0404 -1.0995 0.29 -1.66 -1.56 -0.0800

| no. | strongest force on any atom (Eh/bohr) | total energy (eV) |
| --- | --- | --- |
| 1 | 0.14350 | -19569.5909 |
| 2 | 0.10671 | -19568.8191 |
| 3 | 0.05657 | -30405.9756 |
| 4 | 0.08768 | -10234.8270 |